C10H11N3 | ωB97M-V/def2-TZVPD

Calculated values
Maximum force = 11.72 eV Å⁻¹
ΔE to the lowest compared entry with this formula, charge and spin = 297.86 kcal/mol
E_HOMO = -7.761 eV

Structure (ORCA input):
```
! wB97M-V def2-TZVPD RIJCOSX def2/J DEFGRID3
* xyz 0 1
N 1.23556 -1.34628 -0.14362
N -3.95858 0.20745 0.30244
N 0.40105 2.56241 0.18259
C 3.84506 -0.98541 0.25205
C -2.31527 -1.55837 -0.04600
C -2.65591 -0.31592 -0.09299
C -0.43732 0.35708 0.06370
C 2.35143 -0.55363 -0.15027
C -0.93844 -1.94194 0.00359
C -1.72268 0.60508 0.22090
C 0.74916 1.19202 -0.13576
C 0.09285 -0.91619 -0.11861
C 2.05507 0.80929 -0.18778
H 3.51803 -1.34217 1.88337
H 3.86540 -1.93741 -0.57462
H -4.44980 -0.08699 -1.05409
H -2.27384 1.74198 0.41485
H 5.08484 0.04790 0.27966
H -0.83424 -3.06091 0.35911
H -3.09729 -2.39159 -0.04365
H 2.71383 1.60900 -0.63641
H 1.03023 3.41821 -0.24667
H -0.49832 2.62524 -0.23785
H -3.76083 1.26116 -0.29395
*
```

C10H11N3O | ωB97M-V/def2-TZVPD

Calculated values
Maximum force = 4.29 eV Å⁻¹
ΔE to the lowest compared entry with this formula, charge and spin = 136.67 kcal/mol
E_HOMO (spin up / spin down) = -6.561 / -8.874 eV

Structure (ORCA input):
```
! wB97M-V def2-TZVPD RIJCOSX def2/J DEFGRID3
* xyz 0 1
O -1.81579 2.11427 -0.92310
N -2.06864 -1.02852 0.58679
N -2.81626 -0.21370 -1.37480
N -2.19714 0.00166 -0.22531
C -2.65193 -2.00395 -0.12449
C -1.70070 1.25055 0.06636
C 1.98192 0.65925 -1.36258
C 0.95962 0.04955 -0.64152
C 3.49776 -0.50688 0.07438
C 1.15771 -0.74019 0.41422
C 3.26047 0.24974 -1.08524
C 2.44729 -1.06560 0.82631
C -3.13502 -1.50476 -1.32880
C -1.38353 1.54814 1.44589
H -2.00729 2.26070 1.87080
H 2.74102 -1.75368 1.62772
H -3.84442 -1.90890 -2.07724
H -0.33031 1.92727 1.52679
H -1.60862 0.58324 2.13996
H 4.41910 -1.01815 0.38055
H -1.95632 1.71694 -1.73338
H 1.87935 1.35084 -2.18503
H 0.24267 -1.12572 0.92972
H -3.06007 -2.94752 0.39361
H 4.04366 0.57469 -1.67609
*
```

C10H11N4 | ωB97M-V/def2-TZVPD

Calculated values
Maximum force = 5.68 eV Å⁻¹
ΔE to the lowest compared entry with this formula, charge and spin = 74.61 kcal/mol
E_HOMO = -13.049 eV

Structure (ORCA input):
```
! wB97M-V def2-TZVPD RIJCOSX def2/J DEFGRID3
* xyz 1 1
N 0.24307 -0.29153 -2.44283
N 1.66135 0.69589 -0.66372
N -1.70915 2.03737 -0.90747
N -1.66280 0.07442 1.92969
C -1.51011 -1.03330 -1.24053
C -0.81055 -0.86249 1.29274
C 0.60723 -0.61838 2.05247
C -0.69486 -0.26710 -0.28864
C -0.91020 -0.93150 -2.49610
C -1.97701 1.04041 1.20659
C 1.84070 -0.30009 1.58081
C 2.44182 -0.23540 0.25333
C 0.43626 0.08114 -1.21232
C -1.47565 1.04162 -0.18225
H 2.55932 -0.14402 2.44566
H 1.38081 1.43901 0.01669
H 2.23584 1.11529 -1.50617
H -2.53054 1.85823 1.66290
H -1.40464 1.89355 -1.94147
H -2.61717 -1.39183 -1.00866
H 2.48216 -1.26007 -0.10398
H 3.43183 0.10022 0.39180
H -1.25299 -1.47052 -3.35823
H -1.05890 -1.88937 1.30203
H 0.29417 -0.68156 3.21764
*
```

C10H11NO2 | ωB97M-V/def2-TZVPD

Calculated values
Maximum force = 4.39 eV Å⁻¹
ΔE to the lowest compared entry with this formula, charge and spin = 189.37 kcal/mol
E_HOMO = -8.413 eV

Structure (ORCA input):
```
! wB97M-V def2-TZVPD RIJCOSX def2/J DEFGRID3
* xyz 0 1
O -2.36541 -2.27765 -3.47137
O -0.68128 -1.19106 -4.25824
N -1.32503 -1.66677 -3.34738
C -0.71371 -0.01479 0.99785
C 0.94947 3.04020 0.69797
C 0.16390 -3.27950 -1.95579
C -0.77600 -1.53783 -2.00872
C 0.15270 -0.50517 -1.72449
C 0.36594 0.63540 0.48854
C -1.65056 -0.90546 0.32686
C -1.73419 -1.51634 -0.87709
C 0.55881 0.23211 -0.84468
C 1.22831 1.61998 1.19856
H 0.97281 3.06984 -0.38944
H -2.50403 -1.11126 0.96483
H 2.27563 1.37471 1.00275
H -0.03097 3.37723 1.02938
H 0.57164 -3.30201 -0.96054
H -2.62546 -2.10180 -1.07314
H 1.69962 3.72812 1.08031
H -0.96693 0.17671 2.03303
H 1.05429 1.56320 2.27408
H -0.61428 -4.00080 -2.13924
H 0.90107 -3.20307 -2.73709
*
```

- ΔE to the lowest compared entry with this formula, charge and spin of number 3 (C10H11N4)?
  74.61 kcal/mol

- Look up the ΔE to the lowest compared entry with this formula, charge and spin of the first one.
  297.86 kcal/mol

- What is the ΔE to the lowest compared entry with this formula, charge and spin in the third record?
  74.61 kcal/mol

- Number 4 is which compound?
  C10H11NO2